No. 1
Molecular formula: C22H44ClGaNO15
Method: DFT, wB97M-V/def2-TZVPD

The geometry in ORCA input format:
```
! RIJCOSX wB97M-V def2-TZVPD def2/J DEFGRID3
* xyz -1 1
C -6.65 4.00 -3.21
C 5.87 -2.38 0.35
H -1.78 -4.52 8.85
H 3.69 -0.88 -1.53
C -0.55 2.02 -2.20
H 7.23 -4.33 1.51
H 0.95 -6.09 3.97
C -0.05 1.09 -0.92
H -0.64 -0.70 -3.06
C 6.90 -3.50 2.13
H -6.32 3.09 -2.70
O 6.90 -2.38 -0.30
O -0.52 -4.62 7.24
H -2.55 -4.19 7.28
Cl -1.15 3.13 1.85
C 7.52 2.13 0.64
H -6.73 1.00 -7.08
H -4.16 1.38 4.81
H -7.28 4.57 -2.53
H -2.76 2.99 -3.29
C 1.12 -5.03 4.17
O 4.68 -1.85 -0.03
H 7.70 -2.75 2.23
C -3.10 1.12 2.74
C -2.00 -1.49 0.38
C 5.94 3.47 -0.45
H -2.51 -0.10 -2.83
H -2.61 0.28 4.81
O 5.72 -2.90 1.59
H -3.15 -1.72 0.13
O -1.31 -5.39 5.23
H 6.81 1.32 0.82
H 8.09 1.95 -0.27
H 1.92 -1.97 1.03
C -0.41 -4.95 5.93
C 4.69 -1.26 -1.33
H -2.98 1.59 -4.58
H 4.85 4.86 -2.43
N -1.07 1.49 -3.51
C -3.05 1.28 4.38
H -5.79 4.62 -3.48
H -1.89 -1.77 1.53
H -6.19 2.54 -7.86
H 4.94 -2.01 -2.09
C -1.12 -2.44 -0.63
O -7.42 3.68 -4.37
H 2.17 -4.80 3.96
C -2.19 2.33 -4.08
H -3.05 1.13 -0.61
C -1.49 0.03 -3.43
H -1.74 -0.31 -4.55
H 6.66 -3.88 3.13
H 0.57 0.21 -1.38
C -1.60 1.34 2.07
H -2.42 2.20 4.73
O 0.86 -4.72 5.54
C 4.40 4.93 -1.43
C -7.04 2.00 -7.42
H -3.44 0.01 2.48
H 0.58 1.78 -0.22
O -0.42 3.37 -2.06
O 0.33 -3.23 1.75
O 5.37 4.70 -0.42
C 0.87 -2.47 0.80
H -1.51 -2.30 -1.74
H -2.10 -5.87 7.74
O 5.68 2.59 -1.26
O 6.84 3.38 0.56
H -0.79 0.75 2.71
H -7.80 1.88 -8.19
H -1.74 2.96 -4.98
H -3.87 1.89 2.26
O 0.33 -2.25 -0.56
O -5.60 2.60 -5.24
H 5.40 -0.42 -1.36
H 0.50 -4.41 3.51
C -6.76 2.97 -5.31
H 3.56 4.23 -1.33
O -7.61 2.74 -6.34
H 8.21 2.18 1.48
H 4.01 5.94 -1.31
Ga -1.75 0.54 0.13
C -1.82 -4.81 7.79
H -1.39 -3.57 -0.35
*
```

Orbital gap ... 7.085 eV
E_HOMO ... -4.924 eV
Strongest force on any atom ... 0.1601 hartree/bohr
LUMO ... 2.16 eV

---

No. 2
Molecular formula: C22H44FNO10S6
Method: DFT, wB97M-V/def2-TZVPD

The geometry in ORCA input format:
```
! RIJCOSX wB97M-V def2-TZVPD def2/J DEFGRID3
* xyz 0 1
H -0.33 2.87 6.69
H 6.74 -5.65 4.22
H 6.76 -5.27 5.96
C 2.74 0.06 2.31
C -3.12 9.00 -1.58
C -5.01 0.57 -2.52
C -0.50 0.67 -1.25
O -1.89 -1.56 -3.21
C 3.88 -2.31 1.89
H -5.85 -1.10 -1.31
F -0.45 0.98 -3.66
S -0.97 -4.02 0.10
H -1.30 0.18 -0.68
S -3.10 0.14 -7.70
O -3.77 2.70 -2.60
S -2.10 7.94 -0.54
S 0.40 0.82 5.77
H -2.69 -1.37 -5.90
H 1.34 -4.53 0.42
H 3.70 0.34 2.74
H -3.94 2.17 -6.80
C 0.18 2.00 7.10
C -3.36 1.34 -6.39
H 8.88 -3.66 3.14
S 7.06 -3.32 4.65
H -0.43 1.55 7.89
O 1.37 1.42 4.82
O 5.62 -3.08 4.42
H 1.54 0.11 -1.73
H 0.67 -0.78 7.53
H 4.19 -3.09 1.19
H -4.18 6.93 0.09
H -1.23 -0.45 -6.34
O 3.99 -0.43 0.04
H -3.93 0.87 -5.58
C 0.58 -0.37 -1.54
C 7.84 -3.37 3.04
H -4.02 9.28 -1.03
H 1.16 2.29 7.49
H 2.21 0.07 7.14
H -1.78 -1.79 -7.37
O -0.69 -2.60 0.47
H -3.37 8.46 -2.50
H 0.34 -4.96 1.83
H -0.59 -5.23 -1.93
H 7.79 -2.36 2.62
H 2.11 -0.41 3.06
H 8.30 -5.33 5.06
O -0.98 7.46 -1.40
H 2.23 0.94 1.93
N -4.80 3.71 -0.62
H -2.81 5.80 0.15
C -3.69 1.30 -2.56
O -3.61 -2.62 -1.21
C -3.28 6.59 -0.42
O -2.20 0.78 -8.69
H 3.23 -2.73 2.65
H -1.24 2.36 -2.44
C -2.54 0.66 -2.60
H -3.51 6.24 -1.42
C 0.40 -4.99 0.75
O -5.99 1.02 -3.04
H 0.32 -6.01 0.40
H 0.47 -3.79 -1.78
C -1.16 1.27 -2.50
C -0.53 -4.18 -1.63
H -2.54 9.88 -1.82
H -2.39 1.70 -6.03
H -1.25 -3.60 -2.21
H 4.76 -1.86 2.35
H 1.59 -1.21 6.06
H 0.67 -1.01 -0.67
H -0.12 1.45 -0.59
H 7.30 -4.06 2.40
C 1.31 -0.40 6.73
C -4.95 -0.73 -1.80
H 0.30 -1.01 -2.39
C -2.10 -0.98 -6.73
C -4.33 3.23 -1.55
H -3.17 -2.50 -0.36
C 7.24 -5.08 5.00
S 2.99 -1.07 0.94
C -2.65 -0.85 -2.60
C -3.80 -1.41 -1.80
*
```

Orbital gap ... 6.903 eV
E_HOMO ... -8.401 eV
Strongest force on any atom ... 0.0090 hartree/bohr
LUMO ... -1.50 eV